Entry 1:
{
  "formula": "C2H3ClINO",
  "method": "ωB97M-V with the def2-TZVPD basis set",
  "smiles": "NC(=O)[C@H](Cl)I",
  "e_homo_ev": -9.9,
  "e_lumo_ev": -0.23,
  "gap_ev": 9.7,
  "elements": ["I", "Cl", "O", "N", "C", "C", "H", "H", "H"],
  "positions_angstrom": [[-2.8835, 0.6537, -0.1048], [-2.3321, -2.5265, 0.3987], [-0.2086, -1.8819, -1.4317], [0.4197, 0.1071, -0.5747], [-1.5175, -0.9692, 0.3699], [-0.3786, -0.9772, -0.6600], [-1.1457, -0.7525, 1.3721], [1.1668, 0.2004, -1.2434], [0.2102, 0.8930, 0.0167]],
  "forces_ev_per_a": [[0.188, -0.299, 0.130], [0.013, 0.233, 0.092], [0.040, -0.216, -0.237], [0.442, 0.367, 0.026], [-0.273, -0.046, -0.038], [-0.191, 0.082, 0.245], [-0.088, -0.010, -0.181], [-0.066, -0.039, 0.024], [-0.064, -0.072, -0.061]]
}


Entry 2:
{
  "formula": "C38H42Cl3N5OS2SiTeV",
  "method": "ωB97M-V with the def2-TZVPD basis set",
  "e_homo_ev": [-1.3, -1.5],
  "e_lumo_ev": [3.87, 3.47],
  "multiplicity": 4,
  "total_charge": -2,
  "gap_ev": [5.2, 5.0],
  "elements": ["Te", "V", "Cl", "Cl", "Cl", "S", "S", "Si", "O", "N", "N", "N", "N", "N", "C", "C", "C", "C", "C", "C", "C", "C", "C", "C", "C", "C", "C", "C", "C", "C", "C", "C", "C", "C", "C", "C", "C", "C", "C", "C", "C", "C", "C", "C", "C", "C", "C", "C", "C", "C", "C", "C", "H", "H", "H", "H", "H", "H", "H", "H", "H", "H", "H", "H", "H", "H", "H", "H", "H", "H", "H", "H", "H", "H", "H", "H", "H", "H", "H", "H", "H", "H", "H", "H", "H", "H", "H", "H", "H", "H", "H", "H", "H", "H"],
  "positions_angstrom": [[0.3446, -0.7353, -2.5138], [-0.8963, 0.5974, 1.7990], [1.5993, 2.6079, -0.8874], [-1.1229, 4.1446, -0.1905], [-2.0457, 2.5260, 2.8920], [0.5715, -0.5807, 0.5951], [-2.3056, -0.6321, 3.5445], [-0.3533, 2.0936, -0.1239], [4.3510, 5.2993, 4.8444], [0.6834, 1.0150, 3.2172], [-1.8643, -2.7225, 1.2266], [2.6697, 3.8665, 4.3400], [4.9277, 3.2634, 4.0536], [-2.7868, 0.2961, 0.0104], [-1.2579, 2.1867, -2.8628], [2.1026, 2.5679, 4.3182], [-0.1939, -0.3304, -4.5689], [-1.9589, -2.3530, 3.6450], [4.1728, -1.5588, 1.0646], [-3.5574, 1.7740, -3.3520], [3.9970, 2.0812, 2.1177], [5.2892, -0.2318, 2.9032], [-2.2590, -1.7993, -4.3174], [1.7929, 1.2632, -4.8765], [-1.3545, -5.0824, 4.0477], [4.4369, -0.2745, 1.8028], [-3.9582, 0.8375, 0.7261], [2.4754, 1.5971, 5.2324], [-1.7948, -3.2180, 2.5357], [-3.0138, -1.1300, -0.3406], [-1.1817, -3.4783, 0.2082], [1.1841, 2.2365, 3.3326], [3.9959, 4.1996, 4.4328], [-1.6342, -0.7388, -6.4781], [-1.3315, -0.9368, -5.1349], [-2.6020, 0.9937, -1.2738], [-2.3291, 2.3068, -3.7245], [-1.1836, 0.2654, -8.7494], [-1.8234, -2.9073, 4.9234], [-3.6919, 1.1285, -2.1341], [0.5922, 0.5010, -5.3845], [-1.3463, 1.4976, -1.6437], [1.0954, 0.0566, 4.0462], [5.4523, 0.9339, 3.6389], [-3.1213, -2.1475, 0.7926], [3.7997, 0.9013, 1.4186], [-0.8452, 0.0596, -7.2958], [-1.4951, -4.5648, 2.7678], [0.2591, 0.6738, -6.7276], [4.7866, 2.0934, 3.2595], [-1.5256, -4.2455, 5.1384], [1.9667, 0.3166, 5.0875], [3.6610, -1.3654, 0.1234], [-1.1136, -6.1311, 4.1816], [6.0680, 0.9393, 4.5320], [-1.7542, -2.7010, -3.9661], [-1.3305, 1.3241, -8.9754], [-0.2086, -3.7938, 0.5811], [-3.6244, -1.7078, 1.6523], [-4.4155, 1.8662, -4.0085], [-2.2259, -1.4144, -1.0372], [-1.4152, -4.6206, 6.1499], [-0.3833, -0.0977, -9.3988], [-2.0986, -0.2647, -9.0167], [0.8389, 2.9728, 2.6153], [-3.9655, -1.1851, -0.8928], [-2.6017, -1.2670, -3.4290], [2.0509, 4.6597, 4.3792], [-4.9005, 0.5500, 0.2385], [0.6872, -0.9298, 3.8659], [1.8985, 1.1921, -3.7968], [1.7061, 2.3191, -5.1444], [0.8806, 1.3232, -7.3402], [-4.6589, 0.7326, -1.8525], [-1.3689, -5.2269, 1.9210], [-3.1312, -2.0895, -4.9075], [-1.7505, -4.3688, -0.1216], [-1.9354, -2.2344, 5.7654], [-2.5175, -1.2147, -6.8953], [5.8032, -1.1346, 3.2167], [-3.8763, 1.9211, 0.7723], [-2.2167, 2.8256, -4.6692], [3.5099, -2.2020, 1.6477], [3.1115, 0.8891, 0.5818], [-0.9892, -2.8489, -0.6582], [5.1002, -2.1035, 0.8710], [-0.3011, 2.6259, -3.1268], [5.8534, 3.5114, 4.3586], [2.2507, -0.4783, 5.7634], [-3.7719, -2.9592, 0.4098], [-3.9586, 0.4645, 1.7482], [3.4924, 2.9831, 1.7920], [3.1779, 1.8414, 6.0203], [2.7112, 0.8835, -5.3332]],
  "forces_ev_per_a": [[0.272, -0.418, -0.038], [-0.189, 0.043, -0.385], [-0.034, -0.042, -0.031], [0.016, -0.003, 0.008], [0.073, -0.123, -0.092], [0.000, 0.147, -0.162], [0.140, 0.124, 0.032], [0.360, -0.185, 0.233], [-0.025, -0.063, -0.042], [-0.213, -0.003, 0.049], [0.018, 0.022, -0.020], [-0.093, -0.003, -0.069], [0.040, -0.086, 0.157], [0.084, 0.025, 0.008], [0.140, -0.188, -0.124], [0.088, -0.061, -0.055], [0.013, -0.027, -0.041], [0.004, -0.024, 0.080], [-0.008, 0.016, 0.017], [-0.022, -0.007, -0.033], [-0.001, 0.024, 0.002], [-0.021, 0.043, -0.015], [-0.010, 0.018, 0.001], [-0.009, -0.017, -0.003], [0.003, -0.007, 0.026], [0.033, -0.061, 0.012], [0.009, 0.005, 0.017], [-0.029, 0.015, 0.005], [0.022, -0.009, 0.029], [-0.042, 0.001, 0.001], [-0.012, -0.009, -0.004], [-0.080, 0.062, 0.086], [0.066, 0.086, -0.001], [-0.003, 0.024, -0.013], [0.003, -0.022, 0.050], [-0.051, -0.196, -0.056], [0.046, -0.057, 0.010], [-0.001, 0.005, 0.007], [-0.024, -0.024, -0.029], [0.069, -0.113, -0.006], [-0.008, 0.055, 0.035], [-0.635, 0.919, 0.431], [-0.109, -0.008, 0.049], [-0.031, -0.010, -0.009], [-0.032, -0.019, -0.006], [0.004, -0.006, -0.030], [0.003, -0.005, 0.015], [-0.003, -0.012, -0.041], [-0.027, 0.018, 0.001], [0.057, -0.012, -0.072], [-0.009, 0.009, -0.012], [0.130, 0.013, -0.060], [0.000, -0.003, 0.005], [0.000, -0.001, 0.003], [0.004, 0.003, 0.003], [-0.001, 0.000, 0.015], [0.000, 0.001, -0.003], [0.003, -0.001, 0.000], [0.014, -0.003, 0.005], [-0.003, 0.010, 0.009], [0.030, 0.016, 0.037], [0.002, -0.005, -0.001], [0.002, -0.001, -0.001], [-0.003, -0.001, -0.001], [-0.036, 0.008, 0.028], [0.016, -0.002, -0.027], [-0.001, 0.004, -0.016], [-0.010, -0.001, 0.062], [-0.001, 0.013, -0.022], [-0.020, 0.010, 0.028], [-0.005, 0.017, -0.004], [0.006, 0.000, -0.013], [0.001, 0.001, -0.001], [-0.015, 0.002, 0.003], [0.003, 0.006, 0.004], [0.008, -0.006, -0.008], [-0.003, -0.007, 0.004], [0.001, 0.007, 0.001], [-0.002, 0.000, 0.000], [0.005, -0.004, 0.000], [0.006, -0.001, 0.008], [0.003, -0.017, -0.014], [-0.005, 0.006, -0.007], [0.023, -0.003, 0.003], [-0.001, -0.003, -0.001], [0.012, -0.006, 0.005], [-0.028, 0.074, 0.032], [0.016, 0.052, -0.057], [0.006, -0.003, -0.005], [-0.008, 0.012, 0.006], [-0.006, -0.014, -0.010], [0.006, 0.002, 0.005], [0.002, -0.005, 0.001], [0.007, -0.013, 0.013]]
}


Entry 3:
{
  "formula": "C2H2N2Si",
  "method": "ωB97M-V with the def2-TZVPD basis set",
  "e_homo_ev": -8.2,
  "e_lumo_ev": -1.10,
  "gap_ev": 7.1,
  "elements": ["Si", "N", "N", "C", "C", "H", "H"],
  "positions_angstrom": [[0.3423, 0.2167, 0.1867], [0.7146, -2.4225, -0.5868], [-1.9720, -4.3210, -2.2344], [-1.1309, -3.7317, -1.7061], [-0.1124, -3.0570, -1.1034], [-0.4449, 0.7314, 1.3301], [0.2811, 1.4169, -0.6813]],
  "forces_ev_per_a": [[0.688, -0.331, 0.113], [-0.630, -1.672, -0.801], [0.486, 0.386, 0.352], [-1.286, -0.964, -0.866], [1.553, 1.307, 1.034], [-0.482, 0.581, 0.284], [-0.328, 0.694, -0.115]]
}


no.,M (g mol⁻¹)
1,219.41
2,961.91
3,82.14